{"formula": "C62H174N31O9P9", "method": "the ωB97M-V functional and the def2-TZVPD basis", "species": ["O", "P", "N", "C", "C", "N", "C", "C", "N", "C", "C", "H", "H", "H", "H", "H", "H", "H", "H", "H", "H", "H", "H", "H", "H", "H", "H", "H", "H", "O", "P", "N", "C", "C", "N", "C", "C", "N", "C", "C", "H", "H", "H", "H", "H", "H", "H", "H", "H", "H", "H", "H", "H", "H", "H", "H", "H", "H", "O", "P", "N", "C", "C", "N", "C", "C", "N", "C", "C", "H", "H", "H", "H", "H", "H", "H", "H", "H", "H", "H", "H", "H", "H", "H", "H", "H", "H", "O", "P", "N", "C", "C", "N", "C", "C", "N", "C", "C", "H", "H", "H", "H", "H", "H", "H", "H", "H", "H", "H", "H", "H", "H", "H", "H", "H", "H", "O", "P", "N", "C", "C", "N", "C", "C", "N", "C", "C", "H", "H", "H", "H", "H", "H", "H", "H", "H", "H", "H", "H", "H", "H", "H", "H", "H", "H", "O", "P", "N", "C", "C", "N", "C", "C", "N", "C", "C", "H", "H", "H", "H", "H", "H", "H", "H", "H", "H", "H", "H", "H", "H", "H", "H", "H", "H", "O", "P", "N", "C", "C", "N", "C", "C", "N", "C", "C", "H", "H", "H", "H", "H", "H", "H", "H", "H", "H", "H", "H", "H", "H", "H", "H", "H", "H", "O", "P", "N", "C", "C", "N", "C", "C", "N", "C", "C", "H", "H", "H", "H", "H", "H", "H", "H", "H", "H", "H", "H", "H", "H", "H", "H", "H", "H", "O", "P", "N", "C", "C", "N", "C", "C", "N", "C", "C", "H", "H", "H", "H", "H", "H", "H", "H", "H", "H", "H", "H", "H", "H", "H", "H", "H", "H", "C", "C", "N", "H", "H", "H", "C", "C", "N", "H", "H", "H", "C", "C", "N", "H", "H", "H", "C", "C", "N", "H", "H", "H"], "xyz": [[-39.86490, 33.37293, -3.22492], [-39.36347, 32.39640, -2.22014], [-40.39759, 31.01040, -1.89944], [-41.51084, 31.13217, -0.94581], [-40.73595, 30.17452, -3.02417], [-39.10130, 33.10516, -0.61826], [-40.04943, 34.13523, -0.04482], [-38.40765, 32.26521, 0.42575], [-37.82502, 31.70718, -2.56745], [-37.26742, 30.45938, -2.00678], [-36.75513, 32.52026, -3.21137], [-41.99706, 30.27320, -0.48333], [-42.35379, 31.63940, -1.41511], [-41.11105, 31.63987, -0.06802], [-41.41173, 30.67328, -3.71891], [-41.05992, 29.17926, -2.71985], [-39.84339, 29.93810, -3.60344], [-40.83255, 33.64661, 0.53489], [-39.61203, 34.79907, 0.70090], [-40.48266, 34.74374, -0.83863], [-38.89592, 31.31311, 0.63362], [-37.38813, 32.05680, 0.10134], [-38.22445, 32.76031, 1.37939], [-37.99543, 29.66070, -1.86457], [-36.42290, 30.09114, -2.58925], [-36.79484, 30.75707, -1.07074], [-35.91811, 32.64395, -2.52421], [-37.04830, 33.52847, -3.50403], [-36.30901, 31.97179, -4.04099], [-32.56027, 34.06240, 1.40478], [-33.70315, 34.45646, 2.27066], [-35.22121, 34.42484, 1.37977], [-35.16667, 34.17355, -0.04370], [-36.33209, 35.24759, 1.86926], [-33.39357, 36.02634, 2.94689], [-33.88641, 36.47929, 4.28740], [-33.16566, 37.17505, 2.10790], [-33.85152, 33.48221, 3.61270], [-35.17493, 33.35242, 4.30610], [-32.64504, 33.16233, 4.42965], [-35.02697, 35.11121, -0.58164], [-36.10285, 33.77668, -0.43634], [-34.38757, 33.44107, -0.25487], [-37.22179, 35.02035, 1.28199], [-36.08400, 36.30585, 1.78773], [-36.61997, 34.95023, 2.87764], [-34.01584, 35.70610, 5.04472], [-33.09455, 37.10663, 4.69669], [-34.84674, 36.99448, 4.26607], [-32.56664, 37.88608, 2.67686], [-32.61013, 36.92777, 1.20327], [-34.09631, 37.73170, 1.99784], [-35.39524, 34.31456, 4.76854], [-35.99087, 32.94590, 3.70854], [-35.05963, 32.69543, 5.16817], [-32.33683, 34.01951, 5.02829], [-31.89430, 32.78566, 3.73495], [-32.81130, 32.45047, 5.23817], [-28.35094, 28.73547, -1.26276], [-29.55611, 29.31834, -0.57626], [-30.63972, 30.26836, -1.57579], [-30.11290, 30.97810, -2.72027], [-32.05520, 30.47955, -1.24768], [-29.26094, 30.44783, 0.68761], [-30.27254, 31.22061, 1.34413], [-27.86120, 30.90735, 0.98653], [-30.46276, 28.11530, 0.28354], [-29.83049, 27.40377, 1.35268], [-31.29928, 27.21140, -0.51460], [-29.49645, 31.77450, -2.30332], [-30.89986, 31.41863, -3.33241], [-29.51656, 30.24966, -3.26967], [-32.38468, 30.02883, -0.31152], [-32.53669, 29.96327, -2.07818], [-32.33684, 31.53151, -1.20138], [-29.87149, 31.81251, 2.16688], [-30.75686, 31.81792, 0.57163], [-31.00622, 30.52484, 1.75120], [-27.11258, 30.12037, 0.89530], [-27.69915, 31.74285, 0.30551], [-27.81864, 31.31395, 1.99696], [-29.09580, 28.02261, 1.86781], [-30.62200, 27.19648, 2.07286], [-29.39637, 26.48091, 0.96804], [-31.93404, 26.59654, 0.12344], [-30.70327, 26.40426, -0.94051], [-31.82639, 27.67120, -1.35058], [-32.12828, 29.87852, 4.05798], [-33.35227, 29.02635, 4.21425], [-34.18488, 29.00999, 2.71476], [-34.07524, 27.94080, 1.72501], [-34.63414, 30.26458, 2.17117], [-34.48956, 29.53171, 5.34194], [-35.95687, 29.44002, 5.20085], [-33.96532, 30.18220, 6.54485], [-33.09177, 27.39937, 4.71238], [-31.75338, 26.74920, 4.84979], [-34.21048, 26.46250, 4.74772], [-34.06529, 26.91318, 2.08834], [-33.17372, 28.14019, 1.14571], [-34.87009, 27.97026, 0.97973], [-35.38875, 30.74998, 2.79008], [-35.05337, 30.15100, 1.17145], [-33.75677, 30.90811, 2.23591], [-36.45111, 30.41140, 5.21636], [-36.22631, 28.80547, 4.35654], [-36.28353, 28.90922, 6.09508], [-32.96024, 30.55850, 6.35431], [-34.57369, 31.08000, 6.65423], [-33.96073, 29.44459, 7.34734], [-31.69323, 26.12064, 5.73826], [-31.53268, 26.22215, 3.92156], [-30.94097, 27.46658, 4.96583], [-34.83317, 26.86207, 5.54815], [-33.87022, 25.47314, 5.05349], [-34.79241, 26.31886, 3.83733], [-26.17117, 29.63849, 7.54613], [-25.89847, 28.95344, 6.25250], [-24.34502, 29.15360, 5.52434], [-23.18674, 29.36603, 6.33056], [-24.19665, 28.82476, 4.09881], [-27.07944, 29.40639, 5.02066], [-28.14007, 28.55428, 4.49415], [-27.20648, 30.88043, 4.67698], [-25.98632, 27.24988, 6.40374], [-25.68709, 26.72011, 7.73068], [-25.96478, 26.25459, 5.31516], [-23.33506, 30.27327, 6.91624], [-22.20051, 29.53075, 5.89662], [-23.16540, 28.68225, 7.17914], [-24.25293, 27.74525, 3.95884], [-23.19957, 28.98873, 3.69010], [-24.85068, 29.35876, 3.40947], [-27.67095, 27.85492, 3.80212], [-28.60123, 28.01022, 5.31844], [-28.86415, 29.13789, 3.92565], [-26.58561, 31.31318, 3.89254], [-28.24277, 31.16438, 4.49377], [-26.95619, 31.61360, 5.44372], [-26.33355, 27.11584, 8.51398], [-25.78319, 25.63699, 7.65491], [-24.65335, 26.93904, 7.99813], [-26.02194, 26.58245, 4.27721], [-26.64709, 25.45712, 5.60942], [-24.99580, 25.76758, 5.42468], [-36.90255, 36.08094, 5.24315], [-38.28204, 36.06180, 5.72849], [-39.20924, 36.95359, 4.57617], [-38.74489, 38.28753, 4.18037], [-40.01195, 36.32909, 3.52730], [-38.54872, 36.91671, 7.23653], [-37.63389, 36.74745, 8.23133], [-39.84001, 37.53253, 7.69477], [-38.97696, 34.50528, 5.83339], [-38.17832, 33.31444, 5.98344], [-40.30529, 34.26468, 6.50498], [-38.26950, 38.07078, 3.22374], [-38.06104, 38.72873, 4.90548], [-39.52124, 39.02028, 3.96021], [-39.39480, 36.05574, 2.67143], [-40.81554, 36.95141, 3.13354], [-40.51651, 35.40849, 3.82057], [-36.65980, 36.48056, 7.82143], [-37.45916, 37.58741, 8.90367], [-37.90196, 35.84971, 8.78837], [-40.10094, 38.37624, 7.05589], [-40.62472, 36.77659, 7.66493], [-39.75281, 37.77005, 8.75500], [-38.39338, 32.56221, 5.22448], [-37.11025, 33.53068, 5.95988], [-38.34430, 32.82688, 6.94407], [-40.67120, 33.24736, 6.36612], [-41.08819, 34.94159, 6.16301], [-40.14089, 34.33389, 7.58029], [-31.42160, 25.57867, 12.01532], [-30.24232, 25.71929, 11.14621], [-28.97365, 26.69418, 11.78009], [-29.39592, 27.69654, 12.80517], [-27.77295, 27.10966, 11.00832], [-30.69910, 26.46659, 9.66272], [-29.78453, 26.61003, 8.54698], [-31.79844, 27.49211, 9.65768], [-29.49980, 24.23514, 10.71600], [-30.04348, 23.37262, 9.68274], [-28.78411, 23.48623, 11.82355], [-28.91596, 27.62091, 13.78089], [-30.46586, 27.89495, 12.86792], [-29.12872, 28.69899, 12.47081], [-27.53655, 26.33512, 10.27873], [-26.91655, 27.27666, 11.66162], [-28.04039, 28.03226, 10.49315], [-30.12504, 26.28742, 7.56307], [-29.56991, 27.67456, 8.45304], [-28.87423, 26.04178, 8.73812], [-32.56349, 27.09585, 8.99000], [-32.15631, 27.62594, 10.67852], [-31.26337, 28.37664, 9.31213], [-30.92990, 22.88965, 10.09393], [-30.29307, 23.86952, 8.74524], [-29.35448, 22.55815, 9.45910], [-29.41528, 23.45883, 12.71180], [-27.88720, 24.00958, 12.15486], [-28.58901, 22.44448, 11.56901], [-28.67465, 20.66519, 1.98727], [-29.66783, 21.18462, 0.98737], [-31.13776, 20.31703, 0.76655], [-31.55189, 19.33366, 1.75233], [-31.91924, 20.32728, -0.50103], [-29.01245, 21.22380, -0.61343], [-28.47547, 19.91886, -1.05381], [-28.27656, 22.36723, -1.11000], [-30.21185, 22.80867, 1.29930], [-29.27124, 23.71044, 2.03842], [-31.44892, 23.36715, 0.83314], [-30.90620, 19.33186, 2.63049], [-31.57528, 18.34970, 1.28396], [-32.58168, 19.52746, 2.05246], [-31.45466, 21.05695, -1.16424], [-32.94581, 20.59362, -0.24942], [-31.83090, 19.31936, -0.90649], [-29.29753, 19.21879, -0.90475], [-28.36203, 19.96516, -2.13690], [-27.59349, 19.56001, -0.52330], [-28.57483, 23.32866, -0.69193], [-27.21478, 22.23661, -0.90109], [-28.36897, 22.45237, -2.19273], [-28.47844, 23.13695, 2.51868], [-28.83063, 24.41099, 1.32906], [-29.80025, 24.34650, 2.74813], [-31.52208, 23.36115, -0.25438], [-31.67089, 24.27161, 1.39952], [-32.24395, 22.74243, 1.24028], [-32.66849, 31.38325, 9.33578], [-31.37237, 32.12425, 9.33657], [-31.56142, 33.78946, 9.02302], [-31.71533, 34.24421, 7.66611], [-32.07974, 34.71605, 10.12889], [-30.12313, 31.59607, 8.28224], [-30.35619, 30.43716, 7.34908], [-28.85588, 32.28465, 7.90003], [-30.49785, 32.09373, 10.83114], [-30.48872, 30.91102, 11.65471], [-29.38288, 32.94986, 11.09219], [-30.87635, 33.93144, 7.04450], [-31.80353, 35.32646, 7.57098], [-32.66340, 33.93480, 7.22618], [-31.46474, 35.61191, 10.21427], [-32.15299, 34.05376, 10.99151], [-33.07514, 35.07646, 9.86932], [-29.49347, 29.77122, 7.33046], [-31.18466, 29.94989, 7.86319], [-30.81352, 30.66300, 6.38578], [-28.91556, 32.87898, 6.98826], [-28.47837, 32.88684, 8.72645], [-28.10028, 31.51392, 7.74792], [-31.49458, 30.91103, 12.07468], [-30.29263, 30.00753, 11.07734], [-29.85675, 30.98008, 12.54011], [-29.21014, 33.05120, 12.16363], [-29.56771, 33.99194, 10.83146], [-28.45639, 32.56639, 10.66479], [-36.81825, 26.01975, -0.87464], [-35.90023, 25.05763, -0.24563], [-35.17691, 24.32441, 0.23147], [-37.84699, 25.66530, -0.81008], [-36.58201, 26.07513, -1.93729], [-36.83579, 26.89653, -0.22730], [-39.44852, 27.85367, 9.88246], [-39.01754, 27.96763, 8.49880], [-38.65975, 27.99147, 7.38681], [-38.57937, 27.42306, 10.37971], [-40.23786, 27.10560, 9.95630], [-39.70665, 28.76581, 10.42048], [-32.20543, 21.73921, 4.52467], [-33.48548, 22.30018, 5.01041], [-34.56106, 22.66019, 5.34302], [-31.55009, 22.43084, 3.99526], [-32.38358, 20.86748, 3.89503], [-31.62790, 21.43298, 5.39690], [-40.20206, 30.53859, 5.18490], [-40.39469, 31.68021, 4.28540], [-40.49781, 32.58698, 3.59215], [-39.14113, 30.39680, 5.39084], [-40.54507, 29.58009, 4.79539], [-40.78605, 30.69510, 6.09186]], "forces_ev_per_a": [[0.59, -0.82, 0.92], [0.51, -0.40, 2.14], [0.84, 0.15, 0.42], [0.44, 1.17, 0.28], [0.92, -0.19, -0.82], [-0.44, 0.04, 0.05], [0.18, -1.12, -0.38], [0.21, 0.43, -1.01], [-0.88, 0.18, -0.82], [0.06, 1.03, 0.37], [-0.20, -0.34, 0.62], [0.79, -1.05, -0.68], [-0.04, 0.60, 0.16], [-0.39, 0.53, -0.18], [-0.45, -0.23, 0.01], [-0.56, 0.21, 0.26], [0.26, 0.29, -0.12], [-0.36, -0.10, -0.19], [0.77, -0.04, -0.31], [0.07, -0.20, -0.04], [-0.23, -0.07, -0.04], [-0.15, -0.10, -0.20], [-0.65, 0.53, -0.10], [-0.08, 0.27, 0.04], [-0.29, 0.03, -0.60], [-0.04, -0.63, 0.37], [0.02, 0.07, 0.42], [-0.43, -0.31, -0.09], [-0.37, 0.04, -0.35], [-0.75, 0.15, 0.10], [0.17, 0.91, -0.27], [1.30, -0.35, 1.98], [0.00, 0.14, -0.09], [0.24, -0.64, -0.28], [-1.10, -1.48, 0.85], [0.54, -0.59, -0.44], [0.18, 0.28, 0.53], [-1.29, -0.87, 0.57], [1.44, 0.44, 0.52], [-0.54, 0.60, -0.43], [0.43, 0.04, -0.37], [-0.29, -0.14, 0.36], [0.14, 0.32, -0.10], [0.04, 0.16, -0.35], [-0.29, 0.22, 0.22], [0.30, 0.46, 0.18], [0.12, -0.40, -0.48], [-0.11, 0.39, -0.04], [0.04, 0.25, -0.25], [0.47, -0.01, 0.03], [-0.46, -0.01, -0.12], [-0.26, 0.01, -0.87], [-0.77, -0.01, -0.28], [0.20, 0.28, -0.32], [0.26, -0.37, -0.16], [0.47, 0.49, -0.54], [0.21, 0.17, 0.39], [-0.58, -0.59, -0.64], [-1.38, 1.33, 0.67], [-0.45, 1.20, 0.97], [0.07, -2.18, 2.09], [0.60, -0.40, 0.79], [0.46, -0.67, -0.70], [3.17, -1.94, -0.09], [-1.11, -0.60, -0.78], [-1.34, 0.06, -0.65], [-1.00, 1.64, -2.31], [-0.10, 0.36, 0.38], [0.80, -0.72, 0.00], [0.32, 0.34, -0.64], [-0.06, -0.24, 0.04], [0.17, 0.47, -0.42], [0.37, -0.14, 0.01], [-1.02, 0.28, 0.08], [0.13, 0.14, -0.13], [0.01, 0.06, -0.27], [-0.26, 0.68, 0.53], [-0.32, 0.19, 0.28], [-0.14, 0.05, -0.30], [0.80, 0.03, -0.02], [-0.12, -0.21, 0.01], [0.09, -0.08, -0.22], [0.06, -0.40, 0.26], [0.28, -0.13, 0.23], [-0.62, 0.61, 0.24], [0.59, -0.01, -0.49], [-0.13, 0.26, 0.39], [-0.64, -1.00, 1.07], [-0.37, -0.69, -0.94], [-1.05, -2.17, 1.38], [0.80, 0.39, -0.28], [0.66, 0.78, 0.77], [0.31, 0.55, -1.78], [1.19, -0.80, 1.01], [-0.33, -0.15, -1.04], [1.60, 0.55, -0.99], [-0.47, 1.12, -0.80], [-0.06, 0.49, 1.09], [0.22, 0.24, 0.37], [0.30, -0.42, -0.18], [-0.43, 0.26, 0.24], [-0.25, -0.09, 0.14], [0.32, 0.01, -0.02], [-0.16, 0.69, -0.81], [0.04, 0.25, -0.37], [0.04, 0.39, -0.14], [-0.45, -0.04, 0.07], [0.01, -0.32, 0.08], [-0.12, -0.11, 0.95], [-0.13, 0.59, 0.53], [-0.40, -0.24, -0.15], [0.15, -0.59, 0.16], [-0.30, 0.43, -0.05], [-0.68, -0.46, -0.10], [0.10, 0.10, 0.05], [0.09, 0.29, -0.13], [1.03, -0.46, -0.79], [-1.05, -0.75, -1.80], [-1.54, 0.94, -1.45], [-0.24, 1.11, 2.39], [0.55, -0.68, 0.07], [1.73, 1.88, 0.86], [1.01, -0.28, 0.16], [0.14, -0.05, 0.79], [-1.46, 1.84, -0.51], [0.18, -0.12, -0.45], [1.23, -0.33, 1.52], [-0.04, 0.58, -0.13], [-0.39, -0.63, -0.69], [0.61, -0.81, -0.29], [-0.57, -0.14, -0.26], [0.31, 0.64, 0.64], [-0.39, -0.10, 0.37], [-0.41, -0.33, -0.14], [-0.32, -0.12, -0.17], [-0.06, 0.07, 0.30], [0.11, -0.93, -0.73], [-0.14, -0.55, -0.32], [0.22, -0.73, 1.03], [-0.06, 0.01, -0.20], [-0.11, -0.05, 0.30], [0.16, -0.09, 0.22], [-0.51, 0.29, 0.45], [-0.57, 0.10, -0.61], [0.40, -0.22, -0.46], [1.18, -0.67, 0.88], [-2.84, 1.60, -0.28], [-1.33, -0.63, 1.77], [0.42, -0.89, -0.35], [0.06, -0.65, 0.02], [-2.37, 1.04, -3.80], [2.66, -1.79, 1.85], [0.64, -1.36, -0.90], [-1.22, 0.50, 0.28], [1.15, -0.21, 0.01], [0.97, 0.61, -0.07], [0.68, 0.73, -0.14], [0.11, -0.24, -0.12], [-0.50, -0.27, 0.32], [0.25, 0.02, -0.24], [0.13, 0.55, 0.30], [0.30, -0.03, 0.39], [0.22, 0.20, -0.17], [-0.32, 0.17, -0.06], [0.09, -0.08, 1.04], [-0.08, 0.05, 0.29], [-0.30, 0.14, -0.21], [0.24, 0.42, -0.22], [0.04, 0.22, -0.19], [-0.09, 0.14, -0.20], [-0.17, 0.09, 0.31], [0.30, 0.05, -0.54], [0.19, 0.13, 0.06], [-0.26, 0.34, 0.25], [0.26, 0.43, 0.40], [0.84, 0.35, -1.82], [-0.85, -0.43, 1.15], [0.31, 0.83, -1.01], [-1.40, -0.43, 0.24], [-0.27, -1.18, 0.82], [0.35, 0.15, 0.50], [1.69, -1.49, 0.34], [1.41, 0.96, 0.53], [-0.57, -0.41, 0.49], [-1.06, 1.09, -0.02], [-0.20, -0.62, 0.05], [-0.19, -1.10, 0.32], [0.71, 0.05, -0.37], [0.11, 0.06, 0.15], [-0.08, -0.04, 0.09], [0.41, 0.17, -0.25], [-0.64, -0.23, 0.01], [0.54, 0.12, -0.21], [0.05, 0.16, -0.04], [-0.25, 0.66, -0.02], [-0.23, 0.01, -0.23], [-0.83, 0.42, -0.15], [-0.43, -0.16, -0.37], [0.02, 0.26, 0.24], [0.29, 0.19, -0.03], [-0.24, -0.09, 0.08], [0.17, -0.08, -0.42], [0.12, 0.27, -0.41], [-1.63, 0.50, -0.71], [-0.58, 1.10, -0.89], [1.64, 0.85, 0.07], [-0.25, 0.14, -0.49], [1.16, 0.03, 1.48], [-0.76, -0.28, 1.24], [-1.40, 0.52, -0.12], [0.57, 0.05, 0.04], [2.62, -1.42, 1.15], [-0.56, -0.32, -1.20], [-0.66, -1.13, 0.93], [0.07, -0.01, -0.19], [0.22, -0.32, 0.13], [-0.18, 0.12, 0.22], [-0.27, -0.16, -0.09], [-0.11, -0.06, -0.32], [-0.37, 0.01, -0.40], [0.18, -0.38, 0.16], [0.47, -0.02, 0.02], [0.16, 0.24, -0.08], [-0.28, -0.25, 0.18], [0.29, 0.17, 0.05], [-0.16, -0.12, -0.13], [-0.21, -0.01, 0.01], [0.34, 0.06, -0.05], [-0.19, -0.28, 0.30], [-0.18, 0.75, 0.02], [0.39, 0.61, -0.78], [-0.39, -0.38, -0.49], [1.60, -0.14, -0.03], [1.71, 1.07, 0.39], [0.42, 0.37, 1.83], [-0.39, 0.16, -0.42], [0.02, -1.69, -1.81], [-0.26, -0.48, -1.84], [-1.68, 0.61, 1.95], [-0.50, -0.24, 1.15], [-1.03, 1.02, -0.55], [-1.73, -0.07, 0.05], [0.41, 0.85, 0.28], [-0.15, -0.11, -0.10], [0.47, 0.22, 0.51], [-0.09, -0.53, -0.17], [0.37, -0.31, 0.32], [0.17, 0.68, 0.36], [-0.22, -0.20, -0.02], [0.07, 0.24, -0.24], [0.05, -0.73, -0.20], [0.75, 0.37, -0.44], [-0.26, 0.11, -0.08], [-0.22, 0.23, -0.30], [-0.01, -0.14, -0.09], [-0.20, -0.99, 0.08], [0.10, -0.21, 0.17], [0.44, 0.21, -0.45], [-0.10, -0.40, 0.26], [0.08, -0.12, -0.70], [0.23, 0.20, -0.09], [-0.31, -0.90, 0.69], [-1.32, 1.07, -0.85], [1.10, -1.02, 0.70], [0.04, -0.40, 0.00], [0.15, 0.77, 0.24], [0.41, 0.50, -0.75], [0.58, -0.75, 0.37], [0.40, 0.47, -2.52], [-0.78, 0.08, 2.30], [-0.03, -0.02, 0.34], [-0.13, 0.21, -0.01], [-0.06, 0.07, -0.52], [0.01, 0.04, 0.62], [-2.99, 0.91, 0.36], [3.62, -1.05, -0.97], [-0.43, 0.26, -0.16], [-0.09, 0.13, 0.07], [-0.05, -0.21, 0.03], [-0.15, -0.21, 0.01], [0.03, -0.76, -0.01], [-0.14, 0.17, -0.19], [-0.07, 0.19, 0.27], [-0.13, 0.24, -0.44], [0.31, 0.12, 0.16]], "de_lowest_kcal_mol": 114.1, "homo_lumo_gap_ev": 7.80, "total_energy_ev": -215340.9991, "max_force_ha_per_bohr": 0.08941, "e_homo_ev": -7.70}